Record 1
51
Properties=species:S:1:pos:R:3 method="wB97M-V/def2-TZVPD" e_homo_ev=-8.76 homo_lumo_gap_ev=9.39 largest_force_ev_per_a=0.88 relative_energy_kj_mol=312.0
C 1.01216 -0.84917 -8.24227
O -0.08524 -0.69737 -7.37050
C 0.14712 -0.46421 -6.05760
C 1.41155 -0.36721 -5.47715
C 1.52604 -0.12685 -4.11877
C 0.39405 0.01787 -3.34485
S 0.57575 0.27980 -1.59240
O -0.65679 0.79991 -1.06499
O 1.79547 0.98559 -1.33640
N 0.76849 -1.31570 -1.07999
C 1.72721 -1.53702 -0.01534
C 1.41833 -0.79794 1.29344
C 2.44452 -1.16698 2.36408
C 2.09745 -0.46056 3.66919
C 0.66973 -0.80240 4.07787
N -0.24622 -0.38670 3.03416
C -1.63177 -0.47197 3.45605
C -1.92602 0.55761 4.50935
C -1.52032 1.87665 4.33139
C -1.80512 2.80660 5.31524
C -2.49051 2.38143 6.44454
N -2.88141 1.13237 6.62555
C -2.60291 0.24870 5.68275
C 0.00743 -1.10296 1.80131
C -0.86700 -0.07313 -3.90723
C -0.99226 -0.31261 -5.25837
H 0.58130 -1.01959 -9.22741
H 1.63059 0.05291 -8.26909
H 1.62956 -1.70855 -7.96388
H 2.30513 -0.47398 -6.07076
H 2.49143 -0.03614 -3.64779
H -0.14218 -1.69344 -0.86403
H 1.78580 -2.61605 0.15768
H 2.68806 -1.18845 -0.39864
H 1.47409 0.27583 1.09419
H 3.44573 -0.88615 2.03364
H 2.43091 -2.24950 2.52096
H 2.17242 0.61819 3.52885
H 2.78807 -0.75686 4.46054
H 0.40716 -0.27323 4.99728
H 0.58857 -1.88924 4.27440
H -1.89490 -1.47926 3.83062
H -2.25873 -0.26329 2.58238
H -0.98493 2.14734 3.43387
H -1.50444 3.83784 5.21055
H -2.73822 3.06783 7.24385
H -2.94122 -0.76196 5.87860
H -0.72281 -0.75714 1.06431
H -0.11102 -2.19824 1.93351
H -1.73025 0.06129 -3.27544
H -1.95922 -0.38523 -5.72979

=====

Record 2
51
Properties=species:S:1:pos:R:3 method="wB97M-V/def2-TZVPD" e_homo_ev=-8.03 homo_lumo_gap_ev=8.35 largest_force_ev_per_a=1.09 relative_energy_kj_mol=351.0
C 7.06354 4.15910 -0.05898
C 5.68728 3.52705 -0.19223
O 5.21373 3.24887 1.11096
C 3.99008 2.68556 1.26051
C 3.60511 2.45369 2.60370
C 2.40030 1.89558 2.90502
C 1.50569 1.53432 1.87470
N 0.32442 0.98200 2.20117
C -0.49814 0.66144 1.24392
C -0.23984 0.85473 -0.13212
C 0.96587 1.39620 -0.48109
C 1.88705 1.76337 0.52444
C 3.13769 2.34133 0.23783
C -1.31236 0.45018 -1.09467
N -1.73113 -0.90981 -0.81196
C -1.93398 -1.80345 -1.92823
C -3.23179 -1.52251 -2.68732
O -3.10352 -0.30300 -3.38570
C -4.27182 0.05898 -4.07440
C -2.35333 -1.19936 0.35413
N -3.05730 -2.23185 0.50073
C -3.61997 -2.61997 1.76063
C -2.62356 -3.38904 2.65079
O -2.47208 -4.74339 2.31104
C -1.81904 -4.95998 1.08507
S -2.04695 -0.01917 1.72921
H 7.73598 3.47745 0.45437
H 6.99539 5.07739 0.51761
H 7.46453 4.38368 -1.04314
H 4.99966 4.21599 -0.70245
H 5.74986 2.59753 -0.77527
H 4.30365 2.73752 3.37519
H 2.09926 1.71623 3.92454
H 1.21240 1.56293 -1.52136
H 3.39669 2.50243 -0.79766
H -2.16400 1.14132 -1.00073
H -0.95747 0.49330 -2.12372
H -1.08768 -1.69719 -2.61072
H -1.97023 -2.81999 -1.53521
H -3.42970 -2.34272 -3.39427
H -4.06511 -1.47354 -1.97209
H -4.06154 1.00405 -4.57094
H -4.54151 -0.69602 -4.82325
H -5.11604 0.18637 -3.38567
H -4.46972 -3.27227 1.54304
H -3.97216 -1.74588 2.32363
H -1.65125 -2.87382 2.62730
H -2.99832 -3.39500 3.67667
H -1.71697 -6.03856 0.97783
H -2.39729 -4.55685 0.24759
H -0.82438 -4.49517 1.08153